(1)
39
Properties=species:S:1:pos:R:3:forces:R:3 method="wB97M-V/def2-TZVPD" lumo_energy_ev="-6.73 / -7.86" homo_energy_ev="-13.4 / -13.4" gap_ev="6.64 / 5.50" spin_multiplicity=3 charge=+1
Pt 1.07336 -3.50815 -1.65499 -1.656 0.701 -0.054
Cu -3.13421 -2.07216 -2.43968 0.538 -0.942 0.137
As -2.09249 -5.86199 -1.85265 -2.008 -2.343 -0.222
F -1.08821 -7.21379 -1.58648 0.194 0.223 -0.045
F -3.45366 -6.81685 -2.32374 0.558 0.685 0.398
F -3.01672 -4.35664 -2.04937 0.040 0.869 -0.217
F -0.69470 -4.81450 -1.36104 1.405 0.800 0.265
F -1.60649 -5.76577 -3.51699 0.259 0.601 0.767
F -2.56397 -5.84323 -0.17897 0.343 0.274 -0.841
O -1.42904 -0.63904 -0.91990 0.720 -0.168 -0.038
C -0.49343 -1.46209 -1.33418 0.800 -1.186 -0.300
O -0.72315 -2.29630 -2.26605 -1.171 0.544 -0.357
O 0.65284 -1.56420 -0.79949 0.322 -0.205 0.724
H -1.08466 -0.17477 -0.12322 -0.330 0.147 -0.166
C 2.66437 2.62646 -2.13820 -0.528 0.620 -0.633
C 1.73155 2.25842 -0.99700 -0.112 -0.503 0.101
C 2.33651 1.20012 -0.07352 0.123 -0.131 -0.001
C 1.46840 0.89746 1.15647 1.053 0.361 -0.176
C 1.53877 1.94989 2.25802 -1.147 1.286 0.306
C 0.61038 1.65191 3.44200 0.543 -1.419 -0.077
H 2.10046 3.18010 -2.89612 0.115 0.191 0.110
H 3.05517 1.77375 -2.69626 0.088 -0.231 0.376
H 3.49148 3.26407 -1.82957 0.066 -0.132 0.104
H 1.39231 3.11827 -0.41407 0.470 0.221 -0.028
H 0.77626 1.90352 -1.40973 0.092 -0.343 -0.088
H 3.35596 1.49091 0.19873 -0.129 0.239 0.301
H 2.51176 0.26707 -0.62242 -0.253 0.085 -0.184
H 0.43886 0.88542 0.77967 -0.214 -0.231 0.275
H 1.73811 -0.09129 1.53413 -0.217 -0.017 0.156
H 2.51322 2.25293 2.64657 0.350 -0.736 -0.299
H 1.17751 2.91061 1.86589 -0.024 -0.162 -0.382
H -0.26567 1.08314 3.11883 -0.224 0.416 -0.107
H 1.10198 0.93692 4.11064 0.072 0.286 0.227
H 0.30452 2.53276 3.98860 0.075 0.034 0.091
C -2.92066 3.36514 2.01127 0.333 -0.102 0.736
Cl -4.47966 2.63962 2.36415 0.038 0.186 -0.360
Cl -1.91769 2.29609 1.00271 0.006 -0.047 -0.206
Cl -2.08896 3.70059 3.54351 -0.182 0.144 -0.323
H -2.98042 4.29561 1.46246 -0.408 -0.015 0.032

(2)
40
Properties=species:S:1:pos:R:3:forces:R:3 method="wB97M-V/def2-TZVPD" lumo_energy_ev="-5.61 / -4.25" homo_energy_ev="-11.6 / -11.6" gap_ev="6.00 / 7.30" spin_multiplicity=5 e_above_lowest_kj_mol=94.2 charge=+1
Mn 0.69933 0.91749 -0.39550 0.019 -1.556 -0.279
C -0.85433 -2.95684 -0.28578 -0.025 0.402 0.464
C 0.51964 -3.26018 -0.85788 0.184 0.481 -0.379
S 1.33019 -1.77161 -1.58560 0.231 -0.227 0.458
C 3.00351 -1.86286 -0.84626 -0.582 0.093 -0.473
C 3.09735 -1.72354 0.66184 -0.163 0.466 0.151
S 2.26427 -0.25174 1.41742 -0.541 -0.117 -0.393
C 1.16334 -1.03333 2.67019 0.186 0.241 -0.334
C 0.21012 -2.11707 2.20740 -0.533 0.149 -0.536
S -0.93191 -1.54781 0.87978 0.298 -0.458 0.006
H -1.26018 -3.83169 0.22547 -0.011 -0.023 -0.188
H -1.53950 -2.65786 -1.07844 -0.063 -0.076 0.001
H 0.40938 -3.97699 -1.67262 0.045 -0.077 0.125
H 1.18793 -3.68726 -0.11313 0.020 -0.031 -0.017
H 3.54639 -1.05487 -1.33973 -0.011 -0.279 0.124
H 3.45007 -2.81110 -1.15182 0.055 0.051 0.104
H 4.14925 -1.61775 0.93265 -0.066 -0.052 0.052
H 2.68905 -2.58629 1.18046 0.023 -0.056 0.035
H 0.60905 -0.18407 3.06823 0.041 0.019 0.102
H 1.81633 -1.42507 3.45131 0.018 0.098 0.018
H -0.40552 -2.42121 3.05567 0.148 -0.028 0.017
H 0.72899 -2.99757 1.83680 0.054 -0.022 0.091
F -0.08194 2.60266 -1.62039 0.096 0.227 0.537
B -0.75072 1.83523 -2.66282 0.693 -0.629 0.649
F -0.83463 0.54167 -1.97175 0.126 -0.081 0.279
F -1.98053 2.33682 -2.87050 -1.052 0.411 -0.010
F 0.03609 1.72570 -3.73221 0.415 -0.009 -0.765
O 4.53902 0.71016 -1.93070 0.058 0.759 -0.505
S 3.39019 1.58864 -2.10821 -1.001 -1.624 1.508
N 2.18925 1.11438 -1.30855 2.364 1.238 -1.847
N -4.40442 3.99394 1.42278 0.035 -0.072 -0.126
C -3.44954 3.38542 0.71615 -0.244 0.167 -0.636
N -3.46518 3.43512 -0.61443 -0.120 0.058 0.217
N -2.51491 2.74664 1.39558 -0.021 0.076 0.688
C -1.51126 2.09489 1.02550 0.170 -0.195 0.228
N -0.54855 1.43671 0.89035 -0.930 0.749 0.741
H -5.18134 4.44878 0.97742 0.024 0.054 0.008
H -4.37337 3.95825 2.42736 0.031 -0.075 -0.035
H -4.20890 3.88091 -1.12339 -0.031 0.078 0.051
H -2.73200 3.02330 -1.17264 0.060 -0.127 -0.127

(3)
26
Properties=species:S:1:pos:R:3:forces:R:3 method="wB97M-V/def2-TZVPD" lumo_energy_ev=0.24 homo_energy_ev=-8.3 gap_ev=8.59 e_above_lowest_kj_mol=204.1 charge=0
B 0.27658 -1.39142 -0.82370 1.157 0.760 0.149
C 1.71346 -0.01936 -2.39294 -0.062 0.682 1.503
C 1.54925 1.10689 -1.64821 -0.483 -0.107 -2.433
C 1.71317 -1.29011 -1.79601 0.047 -1.681 1.475
C 1.56508 1.08569 -0.28771 1.218 -3.788 0.842
C -2.06385 -1.02313 1.34961 -0.899 2.648 -0.127
C -0.21208 0.38438 2.31562 0.488 1.372 -1.022
C -1.56768 1.21910 0.14904 -1.212 -0.597 -0.862
C -0.96095 0.09345 1.01357 -0.265 -1.361 -1.304
N 0.01505 -0.48123 0.10818 2.196 1.550 -0.545
H -0.44789 -2.24368 -0.96015 -0.947 -1.739 -0.580
H 1.62586 -0.13607 -3.40985 -0.377 0.988 -2.470
H 1.09555 1.95980 -2.08912 -0.038 0.798 -0.743
H 2.50198 -1.41642 -1.05974 -0.009 0.034 0.696
H 1.89797 -2.09070 -2.50861 -0.499 -0.119 -0.020
H 2.46807 0.56082 0.10486 -1.232 0.289 0.456
H 1.19376 1.91700 0.16768 -0.733 1.944 1.734
H -2.54857 -1.52334 0.52702 -0.395 0.677 -0.827
H -1.55605 -1.81505 1.73078 1.801 -2.254 1.733
H -2.82944 -0.70841 2.12333 0.869 -0.040 -1.001
H 0.62614 -0.31038 2.41001 -0.398 -0.017 0.258
H -0.88199 0.38981 3.12707 -0.732 -0.422 1.252
H 0.19697 1.40357 2.32548 0.154 -0.166 -0.252
H -0.90739 1.84592 -0.47995 0.098 -0.169 1.081
H -2.13710 0.69117 -0.65743 0.287 0.176 0.660
H -2.32591 1.79170 0.66117 -0.035 0.539 0.346

(4)
33
Properties=species:S:1:pos:R:3:forces:R:3 method="wB97M-V/def2-TZVPD" lumo_energy_ev="-6.75 / -7.23" homo_energy_ev="-11.8 / -11.8" gap_ev="5.02 / 4.58" e_above_lowest_kj_mol=0.0 charge=+1
Ir -0.50750 1.63819 -0.52361 -0.267 -0.272 0.601
Br -1.25458 3.99386 -1.02828 -0.168 0.185 -0.492
C -2.33358 3.80246 -2.54504 0.784 -1.770 0.489
Br -1.57733 0.87448 -2.57543 0.826 1.140 -1.441
H -1.93882 4.23700 -3.44749 -0.058 0.130 -0.166
H -3.34022 3.46890 -2.36125 -0.221 -0.122 -0.039
O -3.64011 1.30663 -1.15287 -0.519 0.543 1.783
C -3.38701 1.22803 0.05539 -1.338 -0.047 -1.177
O -2.24151 1.30449 0.61699 0.848 0.102 0.144
H -4.22632 1.08247 0.74931 0.078 -0.093 0.231
C 1.27965 -3.30377 -0.95916 -0.001 0.017 -0.007
C 0.96567 -2.62101 0.38113 -0.001 -0.019 -0.037
C 2.23502 -2.47981 1.23440 0.000 0.014 0.003
C -0.13252 -3.37771 1.14100 -0.009 0.009 0.002
C 0.47189 -1.26653 0.08695 0.058 0.014 0.015
N 0.10814 -0.20805 -0.14070 -0.107 0.121 -0.053
H 1.65842 -4.30399 -0.75115 -0.003 -0.001 0.007
H 2.04026 -2.75563 -1.51422 -0.006 -0.002 -0.002
H 0.38627 -3.39590 -1.57622 0.006 0.005 -0.002
H 2.61943 -3.47838 1.44014 -0.004 -0.002 -0.004
H 2.02268 -1.99254 2.18593 0.002 0.005 -0.007
H 3.00468 -1.91447 0.71009 -0.002 0.001 0.004
H 0.23319 -4.38006 1.36146 0.006 -0.001 -0.004
H -1.03918 -3.46713 0.54325 0.000 0.004 0.008
H -0.37500 -2.88733 2.08366 -0.004 -0.002 -0.006
N 1.67489 2.27453 1.45394 -0.010 0.010 0.136
N 0.24609 2.20476 1.34547 0.122 -0.018 0.120
H 1.92497 2.73696 2.32139 0.019 0.035 -0.014
H 2.03998 2.79756 0.66554 0.019 -0.065 -0.059
H -0.22757 3.05129 1.66351 0.083 0.006 0.058
H -0.05701 1.46797 1.97941 -0.112 -0.004 -0.031
N 2.17304 2.33067 -1.98749 0.067 0.031 0.075
C 1.19400 2.03208 -1.45605 -0.087 0.044 -0.134

(5)
32
Properties=species:S:1:pos:R:3:forces:R:3 method="wB97M-V/def2-TZVPD" lumo_energy_ev=0.07 smiles=BrCCBr.BrCCBr.BrCCBr.BrCCBr homo_energy_ev=-10.2 gap_ev=10.26 e_above_lowest_kj_mol=157.2 charge=0
Br 20.48640 21.84378 15.93485 -0.014 0.081 0.181
C 19.61697 23.10041 14.73012 0.674 0.045 0.022
C 18.15772 22.76378 14.56419 -0.179 0.637 -0.736
Br 17.48710 23.95494 13.04981 0.209 -0.609 1.077
H 20.27133 23.07840 13.85867 -0.610 -0.106 -0.204
H 19.75233 24.07268 15.20390 -0.227 -0.083 -0.098
H 17.65350 22.99304 15.50297 -0.317 0.191 -0.366
H 17.87073 21.76467 14.23632 0.536 0.114 0.068
Br 22.81413 19.05008 17.27539 -1.001 -0.257 0.243
C 20.84558 18.77170 17.31901 -0.618 -0.419 -0.136
C 20.35935 17.89404 18.45186 0.772 -0.039 0.809
Br 18.34977 18.00041 18.67367 1.675 -0.157 -0.267
H 20.58471 18.22057 16.41552 0.223 0.591 -0.271
H 20.35156 19.74179 17.37360 0.347 -0.180 -0.169
H 20.85520 18.17406 19.38128 -0.654 0.385 0.248
H 20.71200 16.87215 18.31227 -0.733 -0.196 -0.258
Br 19.02775 18.93321 14.12930 -0.628 0.053 -0.741
C 18.11466 18.79793 12.32574 0.445 1.158 0.977
C 19.18649 18.23542 11.43496 -0.981 -0.966 -0.643
Br 18.38035 18.05748 9.59154 0.563 0.276 0.797
H 17.88849 19.81762 12.01403 0.247 0.106 0.196
H 17.13521 18.36570 12.53054 0.555 -0.839 -0.386
H 19.46823 17.21053 11.67650 -0.025 0.228 0.082
H 20.06440 18.88146 11.43879 -0.256 -0.048 -0.385
Br 20.69584 16.43283 23.05610 0.586 -0.922 -1.583
C 21.52247 15.03405 21.80546 0.256 -1.473 1.295
C 22.77486 15.47195 21.04889 -0.067 -0.295 1.358
Br 23.52907 13.96679 19.90915 -0.943 1.371 0.543
H 20.84271 14.36113 21.28277 -0.758 1.210 -0.560
H 21.82285 14.30919 22.56206 0.391 0.229 0.188
H 23.54010 15.52576 21.82323 0.135 0.377 -0.369
H 22.61811 16.46679 20.63196 0.396 -0.465 -0.914

(6)
32
Properties=species:S:1:pos:R:3:forces:R:3 method="wB97M-V/def2-TZVPD" lumo_energy_ev=0.25 smiles=BrCCBr.BrCCBr.BrCCBr.BrCCBr homo_energy_ev=-9.9 gap_ev=10.14 e_above_lowest_kj_mol=76.3 charge=0
Br 6.52522 -4.45894 -0.53199 0.243 -0.112 -0.103
C 5.12275 -5.59926 -1.27155 -0.456 0.953 0.658
C 3.79968 -4.75889 -1.22347 0.661 -1.001 0.457
Br 3.14936 -4.50381 0.66325 0.523 -0.406 -1.051
H 5.14802 -6.49029 -0.64423 -0.455 0.178 -0.052
H 5.45804 -5.88161 -2.26952 -0.359 0.291 -0.060
H 3.00425 -5.27327 -1.76273 -0.028 0.075 0.182
H 3.96105 -3.76218 -1.63413 -0.021 -0.159 0.145
Br -0.13966 4.29874 4.22195 -0.054 -0.208 -0.969
C -0.03536 4.17792 2.24576 0.384 -0.534 -0.736
C 0.83913 2.96868 1.80004 -0.390 0.948 0.003
Br 1.18305 3.06629 -0.17958 -0.221 -0.020 1.070
H 0.33815 5.13581 1.88376 0.347 -0.199 0.268
H -1.01755 4.07697 1.78402 -0.184 -0.111 0.559
H 0.31279 2.02686 1.95510 0.142 0.146 0.021
H 1.80485 2.98396 2.30527 -0.091 -0.109 -0.264
Br -2.71987 2.86493 -1.74629 -0.330 0.342 0.397
C -4.49428 2.27685 -1.13304 -0.246 -0.457 0.083
C -4.79499 2.43663 0.39096 0.225 -0.210 -0.978
Br -6.32094 1.24940 0.85030 0.574 0.594 -0.205
H -4.51130 1.24425 -1.48169 0.012 -0.049 0.604
H -5.21088 2.77533 -1.78581 0.030 0.339 0.426
H -5.05306 3.46223 0.65487 -0.207 -0.186 -0.136
H -3.97083 2.12812 1.03414 -0.098 -0.104 -0.297
Br -2.28256 0.00132 0.31071 0.041 -0.493 0.128
C -0.87195 -0.52858 -0.92234 -0.093 -0.025 -0.641
C 0.30762 -0.99240 -0.13631 0.508 -0.322 0.617
Br 1.56721 -2.00634 -1.29990 -0.541 0.877 0.266
H -0.74291 0.36226 -1.53702 0.373 -0.199 0.053
H -1.16148 -1.37342 -1.54725 -0.657 0.272 0.094
H -0.00901 -1.71971 0.61126 0.071 -0.031 -0.165
H 0.81556 -0.18778 0.39538 0.295 -0.082 -0.373

(7)
27
Properties=species:S:1:pos:R:3:forces:R:3 method="wB97M-V/def2-TZVPD" lumo_energy_ev=-1.63 smiles="CC1C(C)(C)C1(C)C.S=PBr" homo_energy_ev=-9.4 gap_ev=7.79 e_above_lowest_kj_mol=0.0 charge=0
C 1.06899 -1.10981 -1.69861 -0.015 0.035 0.154
C 0.95927 -0.12459 -0.56464 0.192 0.050 -0.226
C 0.18973 -0.34831 0.71593 -0.021 0.010 0.230
C -0.61423 -1.61469 0.93233 0.094 0.121 -0.170
C 0.80521 0.14035 2.01274 -0.091 0.001 -0.217
C -0.29403 0.68204 -0.28614 0.083 0.057 -0.057
C -0.15125 2.15920 0.02110 0.070 -0.176 0.051
C -1.54773 0.42224 -1.09498 0.189 -0.072 0.132
H 0.15737 -1.67778 -1.84878 -0.121 -0.071 -0.063
H 1.87578 -1.82116 -1.51168 -0.077 -0.020 -0.077
H 1.29462 -0.58074 -2.62357 -0.003 -0.019 -0.105
H 1.88288 0.44940 -0.44989 -0.203 0.089 0.056
H -0.08657 -2.28176 1.61483 0.019 -0.041 -0.001
H -0.78425 -2.15890 0.00752 -0.101 -0.077 -0.003
H -1.58094 -1.37412 1.37718 -0.061 -0.060 0.026
H 0.02568 0.44822 2.70720 -0.084 0.049 0.146
H 1.46866 0.98585 1.85295 0.079 0.082 0.062
H 1.37721 -0.65971 2.48496 0.015 0.007 0.037
H -0.84068 2.45526 0.81329 -0.043 0.080 0.032
H -0.39179 2.74247 -0.86862 0.027 0.056 -0.015
H 0.85814 2.41936 0.32905 0.051 0.075 0.038
H -2.41023 0.84582 -0.57825 -0.074 0.005 -0.007
H -1.73683 -0.63344 -1.25035 -0.083 -0.112 -0.071
H -1.46811 0.90555 -2.07001 -0.042 0.002 -0.042
S 4.27369 -2.25308 -0.37960 -0.198 0.864 0.767
P 3.90491 -0.74022 0.75324 0.536 -0.836 -0.780
Br 4.97427 1.05165 -0.12430 -0.140 -0.099 0.104

| no. | electronic energy (a.u.) |
| --- | --- |
| 1 | -6515.15584 |
| 2 | -3831.54985 |
| 3 | -393.90739 |
| 4 | -5935.94132 |
| 5 | -20906.48952 |
| 6 | -20906.52036 |
| 7 | -3627.97719 |